No. 1
The following is a quantum chemistry calculation of a structure of composition C29H36AsN3O2ReS2, from OMol25.

Output
2S+1: 4
Energy relative to the best compared isomer or geometry (same formula, charge and spin) in kcal per mole: 0.0
Largest force on an atom in Eh/bohr: 0.019
Gap between HOMO and LUMO (spin up / spin down) in eV: 7.11 / 6.23
Expectation value of S²: 3.777
Total charge: +2

Geometry (Å):
Re1 1.20397 -0.36870 -1.28490
C1 2.45590 0.15913 2.86073
C2 2.32781 -0.45148 1.50602
N1 2.05626 0.31004 0.46084
N2 2.13572 1.67801 0.72727
C3 2.05153 2.42287 -0.30972
S1 1.68305 1.76621 -1.92236
S2 2.21746 4.14134 -0.29303
C4 2.35423 4.49666 1.48398
C5 1.06403 4.35496 2.24433
C6 1.01295 3.55374 3.37722
C7 -0.16110 3.44448 4.11131
C8 -1.29328 4.14074 3.71610
C9 -1.24523 4.95575 2.59131
C10 -0.07298 5.06247 1.85963
C11 2.56770 -1.87804 1.33116
C12 2.83476 -2.69384 2.45358
C13 3.35909 -3.95729 2.32993
C14 3.67759 -4.45406 1.06323
C15 3.40914 -3.70573 -0.06263
C16 2.81935 -2.44939 0.05374
O1 2.47782 -1.82568 -1.08933
H1 3.48209 0.49989 3.02577
H2 2.20886 -0.54770 3.64252
H3 1.81516 1.03350 2.92862
H4 2.70129 5.53163 1.49630
H5 3.14536 3.87604 1.89974
H6 1.90785 3.03709 3.70458
H7 -0.18307 2.83424 5.00561
H8 -2.20332 4.07142 4.29734
H9 -2.11755 5.52340 2.29481
H10 -0.03921 5.70807 0.98927
H11 2.62703 -2.32991 3.44654
H12 3.54286 -4.55481 3.21119
H13 4.12612 -5.43355 0.96274
H14 3.62963 -4.07576 -1.05510
C17 -1.09894 1.65755 0.82354
As1 -1.09465 0.53633 -0.73927
C18 -1.90924 1.59051 -2.13131
C19 -2.36025 -0.90807 -0.36343
C20 -3.70822 -0.36489 0.01411
C21 -4.67102 -0.12381 -0.96266
C22 -5.90528 0.40463 -0.61629
C23 -6.18879 0.69708 0.71054
C24 -5.23785 0.45111 1.69087
C25 -4.00355 -0.07706 1.34444
H15 -2.12578 1.95639 1.02793
H16 -0.49201 2.54458 0.65643
H17 -0.70761 1.10951 1.67946
H18 -2.90834 1.87496 -1.80515
H19 -1.97670 1.00599 -3.04700
H20 -1.30223 2.47656 -2.30070
H21 -1.92638 -1.50923 0.43702
H22 -2.40310 -1.51892 -1.26553
H23 -4.46262 -0.36693 -1.99914
H24 -6.65030 0.57835 -1.38118
H25 -7.15389 1.10330 0.98124
H26 -5.46228 0.65960 2.72851
H27 -3.27127 -0.28441 2.11761
C26 -0.41401 -4.11006 -3.04040
N3 0.60669 -3.45084 -3.86130
C27 1.21618 -4.26680 -4.91559
C28 0.93680 -2.20730 -3.64027
C29 1.96608 -1.50352 -4.46638
O2 0.33777 -1.57217 -2.68547
H28 -0.81575 -4.94691 -3.60446
H29 -1.21289 -3.41476 -2.80736
H30 0.03230 -4.47862 -2.11635
H31 1.37688 -5.26770 -4.52114
H32 2.17205 -3.85819 -5.22197
H33 0.54652 -4.32629 -5.77315
H34 1.79570 -1.64798 -5.53161
H35 2.96145 -1.88034 -4.22170
H36 1.93562 -0.43737 -4.25127

Cartesian forces, eV/Å:
0.63 -0.63 0.41
0.00 0.29 -0.11
-0.07 -0.76 -0.12
-0.39 0.48 0.34
0.30 0.10 -0.09
-0.08 -0.18 0.03
0.01 0.43 -0.28
-0.06 0.02 -0.05
0.04 0.03 0.04
-0.02 0.00 -0.04
-0.01 0.00 0.02
0.01 -0.02 0.02
-0.02 0.00 0.00
-0.01 -0.02 -0.01
0.01 -0.03 -0.01
0.32 0.06 -0.16
0.00 -0.08 0.01
-0.02 0.01 -0.07
-0.02 0.06 0.03
-0.04 0.03 0.00
-0.12 0.08 0.11
-0.23 -0.07 0.14
0.00 -0.03 -0.05
-0.01 0.00 -0.01
0.00 -0.04 0.04
0.02 0.00 -0.05
0.00 -0.02 0.00
-0.01 0.04 0.01
-0.01 0.01 -0.01
0.00 0.00 -0.01
0.00 0.00 0.00
0.00 0.00 0.00
0.04 0.00 0.01
0.00 0.01 0.00
-0.01 0.00 0.00
-0.01 -0.01 0.01
-0.03 0.03 0.06
-0.31 0.06 0.04
-0.01 -0.01 0.00
0.05 -0.03 0.00
-0.01 0.02 0.01
0.02 -0.01 -0.01
-0.02 0.00 0.00
0.00 0.00 -0.01
-0.01 0.00 0.01
0.02 -0.01 -0.01
-0.03 -0.03 -0.03
0.00 0.01 -0.01
0.02 0.00 -0.01
0.00 0.00 0.02
0.02 0.00 -0.01
0.01 0.01 -0.01
0.01 -0.01 0.00
0.01 -0.01 -0.01
0.00 0.00 0.00
0.00 0.00 0.00
0.00 0.00 0.00
0.00 0.00 -0.01
-0.01 0.00 0.00
0.00 -0.01 0.01
0.01 0.11 -0.01
0.01 -0.01 -0.01
-0.06 -0.03 0.02
0.03 -0.02 0.03
0.04 0.16 -0.26
0.00 0.01 0.00
-0.02 0.01 0.01
-0.01 0.00 0.00
0.01 0.01 0.00
0.00 0.00 -0.01
0.00 -0.01 0.00
0.00 -0.01 0.00
0.00 0.00 -0.01
-0.01 0.00 -0.01

No. 2
The following is a quantum chemistry calculation of the molecule C13H18N4O3S in a non-equilibrium geometry, from OMol25.

Output
2S+1: 1
Energy relative to the best compared isomer or geometry (same formula, charge and spin) in kcal per mole: 110.4
Largest force on an atom in Eh/bohr: 0.029
Gap between HOMO and LUMO in eV: 7.56
Total charge: 0

Geometry (Å):
C1 2.01241 2.68000 0.59875
O1 2.94124 3.18291 -0.33447
C2 2.85482 2.63278 -1.62262
C3 3.53086 1.26430 -1.77932
N1 2.74279 0.20749 -1.19946
C4 3.24774 -0.92628 -0.70467
S1 4.84022 -1.35310 -0.71104
N2 2.33684 -1.78914 -0.14496
N3 1.06610 -1.41910 -0.02270
C5 0.15094 -2.12594 0.52885
C6 0.34113 -3.49030 1.12840
C7 -1.17274 -1.50171 0.53840
C8 -2.35927 -2.22170 0.69615
C9 -3.58065 -1.57793 0.67508
C10 -3.70125 -0.20064 0.50348
C11 -5.05134 0.42919 0.48416
C12 -2.50513 0.51404 0.34193
N4 -2.47026 1.93905 0.13916
O2 -3.45372 2.59599 0.40108
O3 -1.43319 2.41025 -0.28973
C13 -1.27537 -0.12659 0.36310
H1 2.24148 1.64874 0.88977
H2 2.09287 3.31959 1.47590
H3 0.98974 2.73402 0.20638
H4 3.37297 3.34350 -2.27188
H5 1.80295 2.56426 -1.94100
H6 3.69048 1.07114 -2.84801
H7 4.50598 1.27124 -1.28390
H8 1.73420 0.29456 -1.19117
H9 2.71094 -2.66355 0.21840
H10 0.19572 -4.26277 0.37220
H11 -0.36730 -3.65373 1.93556
H12 1.34672 -3.59717 1.53326
H13 -2.33385 -3.29351 0.81665
H14 -4.48163 -2.16181 0.79216
H15 -5.17444 1.07124 -0.38632
H16 -5.82515 -0.33421 0.47821
H17 -5.18544 1.06351 1.35951
H18 -0.37839 0.46138 0.25474

Cartesian forces, eV/Å:
-0.01 -0.01 0.13
0.12 0.04 0.00
0.18 -0.27 -0.11
0.19 0.48 -0.10
-0.42 -0.30 0.18
0.03 0.23 -0.13
0.49 -0.16 0.00
0.07 -0.70 0.31
-0.74 0.23 -0.05
0.81 -0.13 -0.11
0.17 0.19 -0.15
-0.79 0.36 0.02
0.36 0.14 -0.03
-0.03 0.15 -0.02
0.21 0.17 -0.06
-0.27 0.11 0.04
0.13 -1.50 0.21
0.23 0.66 -0.18
-0.23 0.13 0.11
0.08 0.22 -0.10
-0.10 0.12 0.05
-0.04 0.06 0.02
-0.08 -0.05 0.03
0.03 -0.02 0.03
-0.11 -0.14 -0.05
0.02 0.08 -0.03
0.06 0.03 0.09
-0.11 0.04 -0.14
0.10 -0.02 0.06
-0.07 0.28 -0.12
-0.01 -0.10 0.00
-0.01 -0.05 0.04
0.02 -0.06 0.05
0.00 -0.13 0.04
-0.10 -0.02 -0.01
-0.08 -0.01 0.01
-0.02 -0.07 -0.01
-0.08 0.01 -0.03
-0.03 0.01 0.00

No. 3
The following is a quantum chemistry calculation of a cluster of 2 separate species, C6H5IN2O2S in total in a non-equilibrium geometry, from OMol25.

Output
2S+1: 1
Energy relative to the best compared isomer or geometry (same formula, charge and spin) in kcal per mole: 29.1
Largest force on an atom in Eh/bohr: 0.063
Gap between HOMO and LUMO in eV: 7.45
Total charge: 0

Geometry (Å):
C1 1.05916 1.62437 0.68900
C2 2.15417 0.91690 0.14743
C3 -0.25636 1.24260 0.60876
C4 1.91802 -0.11763 -0.67948
C5 -0.64753 0.22434 -0.30398
C6 0.51142 -0.29378 -1.12542
N1 -1.72480 -0.45706 -0.39807
N2 0.23332 -0.85800 -2.23235
O1 -3.82021 -1.04352 1.50197
O2 -1.77493 -2.23482 1.98399
S1 -2.88310 -2.04351 1.11766
I1 1.51504 -1.50750 -3.63120
H1 1.46082 2.34792 1.49007
H2 3.03857 1.21343 0.56182
H3 -0.98929 1.61378 1.26470
H4 2.68089 -0.73413 -0.99266
H5 -2.47520 0.10661 -0.00226

Cartesian forces, eV/Å:
-1.29 1.20 2.71
-1.86 -1.56 -1.73
1.62 1.36 -0.30
-1.69 2.17 1.27
1.52 -2.02 -0.73
2.05 -1.10 -0.70
-0.50 1.54 -0.48
-1.64 0.35 0.06
-0.66 0.65 0.08
0.81 -0.23 0.52
-0.28 -1.05 -0.27
0.44 -0.05 0.15
-1.49 -0.81 -1.23
2.65 0.26 0.47
-0.77 0.72 0.71
1.32 -1.38 -0.96
-0.20 -0.06 0.42

No. 4
The following is a quantum chemistry calculation of a cluster of 2 separate species, C8H8F3NO2 in total in a non-equilibrium geometry, from OMol25.

Output
2S+1: 1
Energy relative to the best compared isomer or geometry (same formula, charge and spin) in kcal per mole: 37.1
Largest force on an atom in Eh/bohr: 0.096
Gap between HOMO and LUMO (spin up / spin down) in eV: 8.52 / 8.52
Total charge: 0

Geometry (Å):
C1 3.40780 -0.17097 -0.20106
C2 2.33232 0.15401 0.66781
C3 2.77570 -0.37516 -1.41988
C4 1.20847 0.09785 -0.04544
C5 -2.27673 1.12365 -0.22837
C6 -2.01354 1.00537 1.32075
C7 -0.20028 0.38982 0.24174
C8 -0.87412 -1.83989 0.01125
N1 -0.93985 1.08955 -0.61749
O1 1.44547 -0.21716 -1.33472
O2 -0.64589 0.58825 1.50116
F1 -1.82074 -2.28832 0.90187
F2 -1.39413 -2.04038 -1.26011
F3 0.20162 -2.58492 0.18949
H1 4.45823 -0.16707 0.18496
H2 2.39680 0.46898 1.75138
H3 3.25425 -0.42285 -2.44411
H4 -2.86508 0.17152 -0.53443
H5 -2.85872 2.05702 -0.72448
H6 -2.24898 1.88615 1.81661
H7 -2.66335 0.25896 1.83179
H8 -0.67925 0.81558 -1.60872

Cartesian forces, eV/Å:
-0.23 0.03 -0.35
0.49 0.55 2.63
3.03 0.29 -0.82
-1.82 0.69 0.33
-3.13 -0.38 -0.07
-1.71 -1.54 -0.11
0.04 -3.17 1.27
-0.52 3.18 0.07
2.12 -0.19 -4.48
0.40 0.07 -0.18
0.05 0.70 -0.53
0.30 0.02 -0.50
0.40 -0.44 0.70
0.41 -0.96 -0.31
-1.10 -0.19 -1.19
-0.12 -0.60 -1.56
-1.06 -0.35 1.44
0.96 1.39 0.21
1.39 -1.96 1.78
0.36 1.96 0.96
0.49 0.13 -0.77
-0.76 0.76 1.50

Copy entry 3 word for word.
The following is a quantum chemistry calculation of a cluster of 2 separate species, C6H5IN2O2S in total in a non-equilibrium geometry, from OMol25.

Output
2S+1: 1
Energy relative to the best compared isomer or geometry (same formula, charge and spin) in kcal per mole: 29.1
Largest force on an atom in Eh/bohr: 0.063
Gap between HOMO and LUMO in eV: 7.45
Total charge: 0

Geometry (Å):
C1 1.05916 1.62437 0.68900
C2 2.15417 0.91690 0.14743
C3 -0.25636 1.24260 0.60876
C4 1.91802 -0.11763 -0.67948
C5 -0.64753 0.22434 -0.30398
C6 0.51142 -0.29378 -1.12542
N1 -1.72480 -0.45706 -0.39807
N2 0.23332 -0.85800 -2.23235
O1 -3.82021 -1.04352 1.50197
O2 -1.77493 -2.23482 1.98399
S1 -2.88310 -2.04351 1.11766
I1 1.51504 -1.50750 -3.63120
H1 1.46082 2.34792 1.49007
H2 3.03857 1.21343 0.56182
H3 -0.98929 1.61378 1.26470
H4 2.68089 -0.73413 -0.99266
H5 -2.47520 0.10661 -0.00226

Cartesian forces, eV/Å:
-1.29 1.20 2.71
-1.86 -1.56 -1.73
1.62 1.36 -0.30
-1.69 2.17 1.27
1.52 -2.02 -0.73
2.05 -1.10 -0.70
-0.50 1.54 -0.48
-1.64 0.35 0.06
-0.66 0.65 0.08
0.81 -0.23 0.52
-0.28 -1.05 -0.27
0.44 -0.05 0.15
-1.49 -0.81 -1.23
2.65 0.26 0.47
-0.77 0.72 0.71
1.32 -1.38 -0.96
-0.20 -0.06 0.42

Question: What is the formula in the third record?
Answer: C6H5IN2O2S

Question: Which value of total charge does entry 1 give?
Answer: +2